{"formula": "C38H33IrN5SSbSe3Te", "method": "wB97M-V/def2-TZVPD", "e_above_lowest_kj_mol": 114.0, "s_squared": 0.756, "total_charge": 1, "gap_ev": [6.1, 4.6], "e_tot_ha": -9956.54080, "spin_multiplicity": 2, "largest_force_ha_per_bohr": 0.035, "species": ["Ir", "C", "C", "C", "C", "C", "N", "C", "C", "C", "C", "C", "C", "C", "N", "C", "C", "C", "N", "C", "C", "N", "C", "C", "C", "N", "H", "H", "H", "H", "H", "H", "H", "H", "H", "H", "H", "H", "H", "H", "H", "H", "H", "H", "Se", "Se", "Te", "Se", "S", "Sb", "C", "C", "C", "C", "C", "C", "C", "C", "C", "C", "C", "C", "C", "C", "C", "C", "C", "C", "H", "H", "H", "H", "H", "H", "H", "H", "H", "H", "H", "H", "H", "H", "H"], "xyz": [[-0.4325, 2.0791, -1.3667], [3.3577, -0.7017, 4.1178], [2.4047, 0.0288, 3.2091], [1.3884, 0.8459, 3.7117], [0.5024, 1.4895, 2.8768], [0.5486, 1.3418, 1.4750], [-0.3463, 2.0094, 0.6630], [-1.5238, 2.5186, 1.2228], [-2.4171, 1.7734, 1.9974], [-3.6139, 2.3205, 2.4184], [-3.9776, 3.6315, 2.0873], [-5.3065, 4.1983, 2.5080], [-3.0915, 4.3768, 1.3257], [-1.8821, 3.8245, 0.9131], [-0.9735, 4.6113, 0.1423], [-0.7229, 5.9302, 0.2713], [0.1943, 6.2878, -0.6866], [0.4675, 5.1052, -1.3769], [-0.2308, 4.0981, -0.8681], [1.6052, 0.5787, 0.9885], [2.5134, -0.0535, 1.8370], [1.8334, 0.4582, -0.4178], [2.5298, -0.5001, -1.0277], [2.7419, -0.1144, -2.3447], [2.1095, 1.1014, -2.4562], [1.5420, 1.4672, -1.2836], [2.8477, -1.0468, 5.0169], [4.1749, -0.0517, 4.4389], [3.7940, -1.5652, 3.6168], [1.2971, 0.9856, 4.7830], [-0.2507, 2.1371, 3.3028], [-2.1602, 0.7485, 2.2380], [-4.2967, 1.7115, 2.9991], [-5.5681, 3.8762, 3.5154], [-6.1011, 3.8589, 1.8401], [-5.2972, 5.2871, 2.4880], [-3.3454, 5.3901, 1.0349], [-1.2024, 6.5079, 1.0428], [0.6129, 7.2630, -0.8599], [1.1455, 4.9324, -2.1964], [3.3424, -0.6071, 1.4099], [2.8437, -1.3878, -0.5017], [3.2721, -0.6568, -3.1071], [2.0523, 1.7597, -3.3071], [-0.5515, 2.3001, -3.8020], [-2.7961, 2.2100, -4.0836], [-3.3093, 2.2302, -1.5931], [-3.0918, -0.1704, -1.2117], [-0.9334, -0.2594, -1.1815], [0.3681, -4.8473, -1.2640], [-0.5188, -3.4871, -2.6647], [0.1290, -2.5224, -3.4309], [-0.6080, -1.6773, -4.2558], [-1.9856, -1.7896, -4.3260], [-2.6438, -2.7543, -3.5756], [-1.9108, -3.6003, -2.7585], [2.3751, -4.1072, -1.1546], [2.9994, -4.0162, 0.0914], [4.3088, -3.5604, 0.2000], [5.0232, -3.2101, -0.9387], [4.4350, -3.3520, -2.1881], [3.1245, -3.8027, -2.2944], [-0.4972, -3.7370, 0.3603], [0.1175, -2.6812, 1.0231], [-0.5502, -1.9855, 2.0240], [-1.8557, -2.3183, 2.3533], [-2.4861, -3.3654, 1.6944], [-1.8028, -4.0791, 0.7195], [1.1999, -2.3955, -3.3771], [-0.1032, -0.9202, -4.8465], [-2.5499, -1.1323, -4.9762], [-3.7206, -2.8511, -3.6379], [-2.4356, -4.3565, -2.1843], [2.4656, -4.3035, 0.9903], [4.7784, -3.4965, 1.1741], [6.0424, -2.8550, -0.8527], [5.0003, -3.1167, -3.0823], [2.6958, -3.9395, -3.2796], [1.1240, -2.3793, 0.7631], [-0.0432, -1.1865, 2.5482], [-2.3767, -1.7752, 3.1332], [-3.5010, -3.6404, 1.9530], [-2.2971, -4.9178, 0.2403]], "forces_ev_per_angstrom": [[-1.48, -0.61, 0.84], [0.00, 0.16, 0.00], [-0.06, -0.06, 0.11], [-0.02, -0.05, -0.02], [0.04, 0.00, 0.00], [-0.21, 0.35, 0.02], [-0.31, -0.10, 0.45], [0.22, -0.06, 0.00], [-0.08, -0.07, -0.07], [-0.01, 0.07, -0.02], [0.01, -0.05, 0.08], [0.04, -0.03, -0.01], [0.03, 0.04, -0.06], [0.06, 0.26, 0.00], [0.01, -0.02, 0.00], [-0.02, 0.05, -0.01], [0.00, 0.02, 0.00], [0.11, -0.03, 0.07], [0.05, 0.49, -0.48], [0.18, -0.12, -0.17], [0.03, -0.01, -0.09], [-0.14, 0.07, 0.15], [0.12, -0.08, -0.17], [0.04, -0.09, 0.02], [0.14, 0.27, 0.25], [0.32, -0.11, -0.65], [0.00, -0.04, -0.02], [0.00, -0.01, -0.02], [0.00, -0.01, 0.01], [-0.01, -0.01, -0.02], [0.02, -0.03, 0.04], [-0.02, 0.01, -0.03], [0.00, 0.02, 0.01], [0.01, 0.01, 0.00], [0.00, 0.00, 0.00], [-0.01, 0.00, 0.00], [0.00, -0.02, -0.01], [0.02, -0.03, 0.01], [0.00, -0.02, 0.02], [-0.04, -0.02, -0.01], [-0.05, -0.01, 0.00], [0.07, 0.03, -0.04], [0.03, 0.00, 0.05], [-0.09, -0.05, -0.03], [0.24, -0.18, 0.34], [-0.40, 0.18, -0.38], [1.24, 0.33, 0.10], [-0.92, -0.59, 0.18], [0.83, 0.27, -0.35], [-0.12, -0.16, 0.01], [0.02, 0.08, -0.23], [-0.28, -0.10, 0.00], [0.07, -0.04, -0.06], [-0.03, 0.05, -0.14], [0.09, -0.03, -0.03], [0.13, 0.08, -0.01], [0.05, 0.14, 0.00], [0.05, 0.07, -0.06], [0.00, -0.05, 0.01], [0.01, 0.00, 0.02], [-0.02, 0.02, 0.01], [-0.05, -0.05, 0.10], [0.06, -0.04, 0.12], [-0.10, 0.00, 0.05], [-0.01, -0.06, 0.02], [0.04, 0.01, -0.01], [0.00, 0.00, -0.02], [0.06, -0.01, 0.00], [0.06, 0.00, 0.04], [0.03, -0.03, 0.01], [0.00, 0.01, 0.01], [0.01, -0.02, 0.01], [-0.01, -0.01, 0.00], [0.00, 0.03, 0.01], [-0.01, 0.00, 0.00], [-0.01, -0.01, -0.01], [-0.01, -0.03, 0.01], [-0.01, 0.03, -0.03], [0.01, -0.02, 0.02], [0.00, 0.05, 0.00], [0.01, -0.02, 0.00], [0.01, -0.01, 0.00], [-0.01, 0.00, 0.01]], "lowdin_charge": [0.684, -0.036, -0.273, -0.032, -0.013, -0.233, -0.143, -0.338, -0.031, -0.018, -0.269, -0.037, -0.009, -0.219, -0.053, -0.024, -0.022, -0.106, -0.123, -0.143, 0.014, -0.085, -0.028, -0.012, -0.179, -0.114, 0.083, 0.087, 0.072, 0.123, 0.116, 0.117, 0.125, 0.086, 0.088, 0.081, 0.126, 0.137, 0.110, 0.117, 0.120, 0.104, 0.111, 0.072, 0.204, 0.038, 0.664, 0.077, 0.100, 1.502, -0.402, -0.158, -0.124, -0.124, -0.118, -0.158, -0.410, -0.161, -0.095, -0.088, -0.095, -0.149, -0.391, -0.151, -0.087, -0.087, -0.084, -0.151, 0.064, 0.096, 0.097, 0.109, 0.085, 0.100, 0.106, 0.107, 0.109, 0.096, 0.066, 0.084, 0.103, 0.106, 0.088]}